No. 1
Molecular formula: C5H7NO
Method: DFT, wB97M-V/def2-TZVPD

XYZ file:
```
14
C5H7NO, DFT wB97M-V/def2-TZVPD
C -1.71413 1.75111 -1.07784
C -0.90305 0.77069 -0.77752
C -0.11816 -0.19926 -0.44476
C 0.22103 -1.58030 -0.22771
C 1.61471 -1.44630 -0.68405
N 1.09634 -0.45728 0.28191
H -2.43669 2.12182 -0.35364
H -1.70096 2.22930 -2.05454
H -0.23528 -2.31444 0.42596
H 1.81124 -1.10702 -1.70016
H 2.35997 -2.10835 -0.24735
O -0.09792 0.68767 2.66427
H -0.49996 1.34469 2.08384
H 0.60286 0.30768 2.11159
```

Its spin multiplicity is 1. The HOMO energy is -9.48 eV. The gap between HOMO and LUMO is 10.4 eV. For the energy, the calculation gives -8831.5040 eV. As for the structure (SMILES): C=C=C1[C@H]2CN12.O.

No. 2
Molecular formula: C3H4N2O3
Method: DFT, wB97M-V/def2-TZVPD

XYZ file:
```
12
C3H4N2O3, DFT wB97M-V/def2-TZVPD
C 0.06132 -1.23827 0.33486
C 1.02748 0.05501 0.20791
C -1.40183 1.02281 0.07386
H -1.06651 -2.53539 -0.81996
H 3.09765 0.73677 -0.32452
H 0.38636 2.29378 -0.24639
H -1.91868 1.90160 0.20328
N 2.22313 -0.06791 -0.06362
N 0.01806 1.14965 0.32804
O -0.17000 -1.78866 -0.88311
O -0.45034 -1.44120 1.49250
O -1.80664 -0.08820 -0.30283
```

Its spin multiplicity is 1. The HOMO energy is -9.55 eV. The gap between HOMO and LUMO is 9.8 eV. For the energy, the calculation gives -12294.0557 eV.

The following energy above the lowest of the compared OMol25 structures with the same formula, charge and spin values (in kJ/mol) correspond, in order, to the records above: 453.4, 476.6.